Entry 1:
A molecular structure, C5H2O6Ru in a non-equilibrium geometry, computed with ωB97M-V/def2-TZVPD.

Output
- charge = +3
- multiplicity = 6
- expectation value of S² = 8.779
- E_LUMO (spin up / spin down) (eV) = -14.70 / -20.61

Geometry as XYZ:
```
14
Properties=species:S:1:pos:R:3:nbo_charge:R:1
O 0.00010 0.00000 -3.06080 -0.0743
C 0.00010 0.00000 -1.91100 0.4326
Ru 0.00000 0.00000 0.00000 1.1316
O 1.88770 -2.40940 0.00010 -0.0778
C 1.17860 -1.50430 0.00000 0.3946
C -1.17860 1.50430 0.00000 0.3724
O -1.88780 2.40940 -0.00010 -0.0928
C -1.50430 -1.17860 -0.00010 0.3731
O -2.40940 -1.88770 -0.00010 -0.0772
C 1.50430 1.17860 0.00020 0.3726
O 2.40930 1.88770 0.00020 -0.0774
O 0.00720 -0.01050 2.04950 -0.8040
H -0.94130 -0.05560 2.33150 0.5633
H 0.30060 0.89200 2.33270 0.5633
```

***

Entry 2:
C5H2OS in the gas phase in a non-equilibrium geometry, computed with ωB97M-V/def2-TZVPD.

Output
- multiplicity = 1
- E_LUMO (eV) = -0.36
- energy above the lowest of the compared OMol25 structures with the same formula, charge and spin (kJ/mol) = 170.1
- SMILES = C#CC#CC(=O)S

Geometry as XYZ:
```
9
Properties=species:S:1:pos:R:3:nbo_charge:R:1
C 0.42171 0.34854 1.09163 0.2814
C -0.49478 -0.20787 0.02945 -0.0522
C -0.98509 -0.82988 -0.89824 0.0103
C -1.24032 -1.57817 -2.11689 -0.1097
C -1.67068 -2.07858 -3.08882 -0.1359
H 1.89627 1.47845 2.10954 0.1842
H -2.13096 -2.37641 -4.10086 0.2638
O 0.68634 -0.31547 2.07094 -0.5275
S 1.15993 1.84359 0.95756 0.0856
```

***

Entry 3:
10 unconnected molecules or ions with the total composition C5H30N2O10 in a non-equilibrium geometry, computed with ωB97M-V/def2-TZVPD.

Output
- multiplicity = 1
- E_LUMO (eV) = 0.22
- energy above the lowest of the compared OMol25 structures with the same formula, charge and spin (kJ/mol) = 349.3
- SMILES = C[C@@H](N)CCC(N)=O.O.O.O.O.O.O.O.O.O

Geometry as XYZ:
```
47
Properties=species:S:1:pos:R:3:nbo_charge:R:1
C -1.83111 -1.65703 2.10228 -0.6455
C -0.74916 -1.23332 1.22705 -0.0291
C -0.60118 0.32539 1.09844 -0.4254
C 0.47725 1.06661 1.94714 -0.5016
C 1.85707 0.51508 1.45603 0.6829
N 2.21302 0.79717 0.18748 -0.8473
O 2.71194 0.04341 2.17147 -0.6712
N -0.91392 -1.92749 -0.16893 -0.8795
H -2.81071 -1.21547 1.68105 0.1931
H -2.08137 -2.71189 2.36912 0.2330
H -1.80145 -1.13899 3.05294 0.2260
H 0.28595 -1.57749 1.75450 0.1524
H -1.58896 0.83506 1.16650 0.2127
H -0.38727 0.39772 -0.00020 0.2342
H 0.46821 0.94160 2.97202 0.2303
H 0.50267 2.19593 1.92526 0.2490
H 1.56979 1.13207 -0.56291 0.4049
H 3.23840 0.71045 -0.06111 0.4338
H -0.30476 -2.76967 -0.30195 0.3818
H -1.87915 -2.21734 -0.16098 0.3646
H 0.00180 2.13483 -3.01523 0.4947
H 0.62730 1.10729 -2.16259 0.4843
O 0.06048 1.87367 -2.06765 -0.9714
H 0.49615 3.27604 -1.17075 0.4846
H 1.18772 3.56955 0.11704 0.4450
O 0.68945 4.05739 -0.61421 -0.9567
H 0.01677 -1.12109 -2.24986 0.4957
H 1.37114 -0.57360 -2.26244 0.4859
O 0.62187 -0.56108 -2.85982 -0.9794
H -3.39740 2.85598 -1.19762 0.4726
H -2.75714 1.89501 -0.18062 0.4710
O -3.32485 2.60993 -0.24084 -0.9397
H -1.33975 0.95270 -3.51080 0.4713
H -2.58014 1.14792 -2.78778 0.4652
O -2.19780 1.38483 -3.66698 -0.9387
H 2.86058 -1.59253 0.66881 0.4898
H 2.50402 -3.03021 1.24332 0.5095
O 2.85291 -2.58370 0.43673 -0.9930
H 3.76321 -1.44587 -2.08542 0.4868
H 2.65045 -1.72828 -1.02471 0.5084
O 3.00464 -1.07998 -1.69823 -1.0019
H -4.40957 0.86048 -1.17674 0.4877
H -4.33140 -0.37261 -0.24599 0.4724
O -3.95745 0.05108 -0.95512 -0.9612
H 3.02739 -1.56192 3.23179 0.5285
H 1.63210 -2.27794 2.70757 0.4669
O 2.55223 -2.35974 2.91291 -0.9772
```

***

Entry 4:
9 unconnected molecules or ions with the total composition C5H30N2O8S in a non-equilibrium geometry, computed with ωB97M-V/def2-TZVPD.

Output
- multiplicity = 1
- E_LUMO (eV) = 0.50
- energy above the lowest of the compared OMol25 structures with the same formula, charge and spin (kJ/mol) = 43.4
- SMILES = CNCCNCCS.O.O.O.O.O.O.O.O

Geometry as XYZ:
```
46
Properties=species:S:1:pos:R:3:nbo_charge:R:1
C 0.09949 -0.78805 1.14103 -0.2446
N -0.02950 0.66610 1.34258 -0.6693
C -0.95830 0.95597 2.43372 -0.2355
C -1.35254 2.42652 2.42631 -0.5184
S -2.51859 2.84077 1.08048 -0.0986
C 1.07469 -1.06484 -0.01486 -0.2368
N 0.94111 -2.41121 -0.58109 -0.6352
C 1.67364 -3.41695 0.16402 -0.4155
H -0.88627 -1.25930 0.97231 0.1737
H 0.46100 -1.23579 2.07902 0.2137
H -0.31321 1.09759 0.45386 0.4063
H -1.88237 0.35598 2.39895 0.1858
H -0.44377 0.70621 3.37947 0.2137
H -0.49529 3.10093 2.35334 0.2209
H -1.83513 2.68363 3.37050 0.2319
H -1.63383 3.00029 0.06591 0.1714
H 2.09597 -0.90153 0.36841 0.2025
H 0.88453 -0.31646 -0.79049 0.2034
H -0.05075 -2.61843 -0.61378 0.3367
H 1.63021 -4.37380 -0.37345 0.2002
H 1.30796 -3.60972 1.18554 0.1738
H 2.73104 -3.14811 0.21971 0.2004
H -3.35138 1.18399 -1.60371 0.4858
H -3.26237 -0.23913 -2.24493 0.5099
O -3.25656 0.73693 -2.45199 -0.9876
H -0.54418 -1.65571 -3.34352 0.5041
H -0.39269 -2.85227 -2.35740 0.4876
O -0.81956 -2.57952 -3.18934 -0.9501
H 1.52262 1.15106 1.65088 0.4987
H 2.57019 2.23401 2.16623 0.4847
O 2.52129 1.36155 1.74848 -1.0197
H -0.85263 1.43926 -4.30327 0.4801
H -1.72903 0.89487 -3.13599 0.5091
O -0.79659 0.93995 -3.48198 -1.0021
H 3.37414 1.36953 -1.28977 0.4743
H 2.79538 1.74827 0.06844 0.5019
O 2.78004 2.02518 -0.88680 -0.9848
H -0.15716 1.96681 -2.24061 0.4934
H 1.09231 2.37834 -1.35631 0.5022
O 0.12539 2.52664 -1.49145 -1.0383
H -3.85985 -2.42473 -2.33514 0.4813
H -2.30273 -2.24510 -2.43442 0.5019
O -3.12222 -1.94504 -1.94488 -0.9934
H 2.83590 -0.35565 4.46581 0.4737
H 2.24167 0.09153 3.05952 0.4937
O 2.08796 -0.44056 3.87063 -0.9873
```

***

Entry 5:
9 unconnected molecules or ions with the total composition C5H30N2O8S in a non-equilibrium geometry, computed with ωB97M-V/def2-TZVPD.

Output
- multiplicity = 1
- E_LUMO (eV) = -0.06
- energy above the lowest of the compared OMol25 structures with the same formula, charge and spin (kJ/mol) = 317.9
- SMILES = CN[C@H](CN)CCS.O.O.O.O.O.O.O.O

Geometry as XYZ:
```
46
Properties=species:S:1:pos:R:3:nbo_charge:R:1
C 0.88488 -0.24964 1.74351 -0.4265
N 0.60659 -1.05174 0.58480 -0.6519
C -0.61334 -0.72311 -0.21742 -0.0287
C -0.95810 -2.00146 -1.05692 -0.4377
C -0.23065 -1.95902 -2.36531 -0.5232
S -1.27197 -2.38013 -3.83000 -0.0688
C -1.82533 -0.33373 0.67717 -0.2560
N -2.35733 0.91963 0.17948 -0.9053
H 0.18311 -0.28816 2.59668 0.1602
H 1.16378 0.79968 1.54876 0.1848
H 1.77765 -0.79016 2.14663 0.2199
H 0.66095 -2.04863 0.64945 0.3906
H -0.38126 0.09840 -0.87217 0.1565
H -2.09249 -2.02253 -1.06201 0.2131
H -0.81880 -2.93526 -0.48536 0.2172
H 0.36964 -1.03859 -2.48820 0.2353
H 0.54628 -2.71521 -2.36943 0.2247
H -0.86243 -1.43274 -4.65422 0.1306
H -1.47360 -0.13933 1.71591 0.2141
H -2.53861 -1.14209 0.62126 0.1791
H -2.54544 1.60387 0.96259 0.4142
H -3.05478 0.88125 -0.55370 0.3786
H 0.67510 2.22275 -3.57857 0.4747
H -0.32798 1.37072 -2.79010 0.4645
O 0.28740 1.34335 -3.52580 -0.9372
H -1.26971 3.66301 0.60408 0.5103
H -1.88199 4.30053 1.76223 0.4730
O -1.35078 3.49292 1.58938 -0.9987
H -0.98189 -2.04141 2.79148 0.4647
H 0.19623 -1.93581 3.72102 0.4697
O -0.26436 -2.56741 3.15948 -0.9279
H 2.76575 1.81932 -0.06010 0.4785
H 2.34313 3.27879 0.43686 0.4788
O 3.05966 2.69575 0.18703 -0.9554
H 2.93329 -3.80092 0.47675 0.4810
H 3.77277 -2.50369 0.84354 0.4730
O 2.96901 -3.00238 1.01579 -0.9501
H 4.04803 -1.38811 -1.74676 0.4672
H 3.25398 -1.09307 -3.03628 0.4742
O 3.71908 -1.78498 -2.55609 -0.9406
H -1.38793 2.23848 -0.85402 0.5062
H -1.60891 3.41577 -1.91885 0.4842
O -1.61652 3.21332 -0.97092 -1.0029
H -1.22088 2.22372 2.98453 0.4942
H -1.68360 2.20628 4.36199 0.4638
O -1.59765 1.58176 3.63182 -0.9657
```

***

Entry 6:
10 unconnected molecules or ions with the total composition C5H30NO10 in a non-equilibrium geometry, computed with ωB97M-V/def2-TZVPD.

Output
- charge = +1
- multiplicity = 1
- E_LUMO (eV) = -2.15
- energy above the lowest of the compared OMol25 structures with the same formula, charge and spin (kJ/mol) = 178.1

Geometry as XYZ:
```
46
Properties=species:S:1:pos:R:3:nbo_charge:R:1
C -0.63089 1.17989 -1.60128 -0.0674
O -1.81693 0.61789 -2.16717 -0.7701
C 0.27201 0.00697 -1.15265 -0.0757
C 1.36435 0.58987 -0.28558 -0.5004
C 2.40044 1.37996 -1.03605 -0.1817
C 3.16772 2.34537 -0.56799 -0.3838
N -0.57712 -0.94345 -0.38313 -0.7101
H -0.05397 1.79263 -2.27644 0.2006
H -1.07240 1.63181 -0.71731 0.1949
H -1.84684 0.31259 -3.08258 0.5095
H 0.54348 -0.45778 -2.09842 0.2338
H 1.96153 -0.01883 0.39108 0.2747
H 0.83322 1.23964 0.42122 0.2237
H 2.61249 0.93716 -2.00117 0.1889
H 2.99807 2.84649 0.36559 0.2008
H 3.92146 2.80867 -1.19248 0.2042
H -1.54707 -0.68888 -0.59965 0.4570
H -0.40536 -1.91302 -0.70226 0.4680
H -0.42105 -0.95414 0.62578 0.4591
H -0.28277 -0.62918 -4.96590 0.4863
H -0.73907 -1.96989 -4.35071 0.4907
O -0.52259 -1.05732 -4.13985 -0.9674
H 0.51552 -1.57498 2.52221 0.5042
H 1.80858 -2.27298 2.24478 0.4768
O 1.18914 -1.67821 1.81713 -0.9999
H 1.00599 -3.77384 -1.49734 0.5070
H 0.21341 -4.04700 -0.28152 0.4876
O 0.13450 -3.58364 -1.12069 -0.9615
H 3.66436 -4.11804 -1.81513 0.4800
H 3.75362 -3.87086 -0.35164 0.4822
O 3.10779 -4.11596 -1.02557 -0.9578
H -3.67480 -1.98246 1.36176 0.4882
H -3.56330 -0.43358 1.61903 0.4945
O -3.09346 -1.22383 1.33151 -0.9784
H 0.74268 4.68911 0.66347 0.4798
H 2.07014 4.75593 1.50176 0.4824
O 1.24767 4.28919 1.36954 -0.9580
H -1.51411 -0.33225 2.93500 0.5207
H -0.66811 -0.70551 4.26741 0.4888
O -0.89538 -0.93484 3.36460 -0.9908
H -1.90715 1.91733 1.62536 0.5027
H -0.52479 1.70969 2.36090 0.4957
O -1.22383 1.28308 1.85977 -0.9861
H -4.83050 2.37484 1.80278 0.4928
H -3.74048 2.53266 2.87363 0.4839
O -3.97618 2.03970 2.08819 -0.9704
```

***

Entry 7:
10 unconnected molecules or ions with the total composition C5H30NO10 in a non-equilibrium geometry, computed with ωB97M-V/def2-TZVPD.

Output
- charge = +1
- multiplicity = 1
- E_LUMO (eV) = -2.47
- energy above the lowest of the compared OMol25 structures with the same formula, charge and spin (kJ/mol) = 383.9

Geometry as XYZ:
```
46
Properties=species:S:1:pos:R:3:nbo_charge:R:1
C -0.33016 3.17276 1.71676 -0.1028
O -1.63748 3.12555 2.20941 -0.7279
C -0.42394 2.57316 0.31100 -0.0426
C 0.85521 2.57667 -0.51741 -0.4558
C 2.11593 2.86895 0.32057 -0.1881
C 2.78028 1.90092 0.91847 -0.3983
N -0.87306 1.12515 0.64448 -0.7165
H 0.13982 4.18125 1.69899 0.1935
H 0.46692 2.69787 2.30461 0.1780
H -1.70845 3.52385 3.08244 0.4959
H -1.35239 2.95914 -0.13163 0.2392
H 0.58372 3.30030 -1.27747 0.2537
H 1.06017 1.53001 -0.81707 0.2062
H 2.19127 3.96246 0.45774 0.2172
H 2.41250 0.88740 0.94958 0.1984
H 3.71731 2.03829 1.45684 0.2215
H -1.82571 1.04141 0.98315 0.4453
H -0.84745 0.45768 -0.14140 0.4765
H -0.24902 0.87421 1.42642 0.4501
H -3.09739 0.24917 -2.57219 0.4998
H -1.92076 -0.46273 -1.69742 0.4962
O -2.60391 0.20993 -1.75314 -0.9987
H -0.95247 -2.16966 0.32310 0.5246
H -2.46072 -1.59041 0.15345 0.4865
O -1.53561 -1.39949 0.31399 -0.9935
H 1.36088 0.16988 -1.83588 0.4578
H 0.93505 -0.65191 -3.05210 0.5079
O 0.61432 -0.29895 -2.21306 -0.9722
H 2.88288 0.40823 -4.05406 0.4710
H 3.01580 -1.01457 -4.15428 0.4736
O 2.37027 -0.33651 -4.40733 -0.9318
H -2.55328 -1.54440 -3.48089 0.4798
H -3.57461 -1.90499 -2.24666 0.4796
O -3.33915 -1.98347 -3.16612 -0.9566
H 2.40806 -1.43658 4.05936 0.4587
H 3.62220 -0.67086 4.01777 0.4767
O 3.18880 -1.34906 3.47762 -0.9208
H -2.48396 -3.91848 -0.76377 0.4675
H -1.66494 -4.68974 -1.82229 0.4869
O -1.59649 -4.04649 -1.11040 -0.9533
H 0.22359 0.15153 3.18950 0.4753
H 1.35478 -0.86629 2.71694 0.5097
O 0.52310 -0.41888 2.47370 -0.9688
H 0.60645 -5.01133 1.74215 0.4811
H 1.10309 -4.00844 0.68990 0.4726
O 0.57011 -4.08211 1.48803 -0.9527
```

***

Entry 8:
11 unconnected molecules or ions with the total composition C5H32O10S in a non-equilibrium geometry, computed with ωB97M-V/def2-TZVPD.

Output
- charge = +1
- multiplicity = 2
- expectation value of S² = 0.753
- E_LUMO (spin up / spin down) (eV) = -3.73 / -8.72

Geometry as XYZ:
```
48
Properties=species:S:1:pos:R:3:nbo_charge:R:1
C 0.60958 0.61436 2.68415 -0.6154
C -0.18984 -0.58878 2.97814 -0.4357
C 0.66466 -1.62934 3.59811 -0.3819
C 1.60694 -2.51722 2.61202 -0.6008
S 0.98812 -2.59140 0.90354 0.8508
C -0.56224 -3.46373 1.15060 -0.8542
H 1.51655 0.79096 3.33582 0.2200
H 0.92812 0.38206 1.64051 0.1704
H 0.13374 1.58054 2.53172 0.2515
H -0.65196 -0.90708 1.99012 0.1786
H -1.11149 -0.34630 3.58694 0.2622
H 0.11522 -2.54139 3.94166 0.2244
H 1.16112 -1.21646 4.50005 0.2608
H 2.52762 -1.85269 2.61631 0.2803
H 1.80746 -3.52295 2.95919 0.2751
H -1.37117 -2.97292 1.78315 0.3127
H -0.12793 -4.43905 1.56881 0.2867
H -1.15099 -3.60820 0.23250 0.3010
H -3.83938 -2.36335 -2.50029 0.4957
H -2.68270 -2.14046 -1.40674 0.4727
O -3.27649 -2.73869 -1.82196 -0.9702
H 1.05869 -1.74303 -4.14322 0.4754
H 1.68207 -2.13761 -2.82274 0.4412
O 1.85231 -2.23064 -3.78505 -0.9141
H -0.23517 2.72540 -3.40091 0.4955
H -1.70280 3.01112 -3.82683 0.5009
O -1.14419 2.78013 -3.07786 -0.9742
H -2.67429 2.56911 0.91887 0.4809
H -1.45268 2.43688 1.87604 0.4603
O -2.39639 2.51619 1.82906 -0.9401
H -0.02361 2.13225 0.05217 0.4878
H -1.03745 2.66913 -0.98036 0.5066
O -0.76426 1.87466 -0.49312 -0.9943
H 1.56488 4.34973 1.87201 0.4958
H 2.17970 2.93105 1.82055 0.4752
O 1.36061 3.41501 1.79958 -0.9650
H -0.23747 -1.46397 -1.31268 0.4360
H -1.10252 -0.27531 -1.19891 0.5054
O -0.82942 -0.94012 -1.85282 -0.9417
H 0.74174 1.20478 -2.07058 0.4970
H 1.70818 0.56832 -1.05310 0.4622
O 1.57394 1.32723 -1.61473 -0.9507
H 2.86047 2.51359 -2.11562 0.4841
H 3.79579 1.62643 -2.98227 0.4650
O 3.41864 2.49759 -2.91570 -0.9583
H -2.21057 -0.12671 -3.38026 0.4675
H -2.27152 1.31859 -3.01210 0.4756
O -2.80965 0.52232 -3.01376 -0.9588
```